Here is C30H32AsN2NaS2 as an isolated structure in a non-equilibrium geometry from the Open Molecules 2025 dataset. Energies are from ωB97M-V/def2-TZVPD.

multiplicity: 1
E_LUMO: 3.95 eV
energy: -121535.141 eV
gap between HOMO and LUMO: 3.530 eV
net charge: -2
relative energy (zero: lowest compared OMol25 entry of this formula, charge and spin): 0.000 eV

The geometry in XYZ format:
```
68
Properties=species:S:1:pos:R:3:forces:R:3:nbo_charge:R:1
Na 0.2689 -0.5294 1.3887 -0.6 -0.2 0.0 0.857
S -1.9901 1.0158 1.7250 0.1 0.2 -0.1 -0.492
C -1.8764 2.1420 0.3913 -0.1 0.0 0.0 -0.169
C -1.9877 3.5298 0.5778 0.0 0.0 0.1 -0.255
C -1.9577 4.4102 -0.4879 0.0 0.0 0.0 -0.216
C -1.8180 3.9441 -1.7916 0.0 0.0 0.0 -0.266
C -1.7041 2.5765 -2.0039 0.0 0.0 0.0 -0.252
C -1.7294 1.6872 -0.9370 -0.1 -0.1 0.1 -0.309
As -1.5172 -0.2399 -1.0932 0.0 0.0 -0.1 0.885
C -1.3485 -0.3358 -3.0630 0.0 0.0 0.1 -0.219
C -2.4129 -0.4969 -3.9454 0.0 0.0 0.0 -0.258
C -2.1965 -0.5521 -5.3165 0.0 0.0 0.0 -0.223
C -0.9098 -0.4423 -5.8261 0.0 0.0 0.0 -0.238
C 0.1609 -0.2852 -4.9564 0.0 0.0 0.0 -0.208
C -0.0599 -0.2402 -3.5868 0.0 0.0 0.0 -0.254
C -3.3682 -0.8392 -0.9638 0.0 0.0 0.0 -0.204
C -4.4438 0.0330 -0.8519 0.0 0.0 0.0 -0.235
C -5.7377 -0.4608 -0.7628 0.0 0.0 0.0 -0.229
C -5.9644 -1.8308 -0.7824 0.0 0.0 0.0 -0.234
C -4.8914 -2.7052 -0.8795 0.0 0.0 0.0 -0.208
C -3.5969 -2.2110 -0.9632 0.0 0.0 0.0 -0.240
H -2.0978 3.9008 1.5898 0.0 0.0 0.0 0.210
H -2.0425 5.4759 -0.3018 0.0 0.0 0.0 0.191
H -1.7922 4.6328 -2.6275 0.0 0.0 0.0 0.192
H -1.5904 2.2018 -3.0150 0.0 0.0 0.0 0.208
H -3.4218 -0.5784 -3.5575 0.0 0.0 0.0 0.221
H -3.0366 -0.6779 -5.9902 0.0 0.0 0.0 0.198
H -0.7417 -0.4846 -6.8959 0.0 0.0 0.0 0.196
H 1.1697 -0.2035 -5.3433 0.0 0.0 0.0 0.203
H 0.7826 -0.1283 -2.9118 0.0 0.0 0.0 0.223
H -4.2656 1.1016 -0.8193 0.0 0.0 0.0 0.223
H -6.5702 0.2267 -0.6656 0.0 0.0 0.0 0.197
H -6.9743 -2.2166 -0.7026 0.0 0.0 0.0 0.194
H -5.0571 -3.7756 -0.8647 0.0 0.0 0.0 0.202
H -2.7564 -2.8948 -0.9950 0.0 0.0 0.0 0.234
C -0.2780 -0.8664 4.6470 0.0 0.1 0.1 -0.418
N -0.9361 -1.7658 3.7326 0.2 -0.4 -0.1 -0.660
C -0.2427 -2.6134 2.8784 0.0 0.4 -0.2 0.263
N 1.0632 -2.5828 2.9197 -1.0 -1.1 0.4 -0.880
S -1.2337 -3.4451 1.7112 0.0 -0.1 0.0 -0.576
H -0.9116 -0.6921 5.5204 0.0 0.0 0.0 0.178
H -0.0403 0.1086 4.2037 0.0 0.0 0.0 0.187
H 0.6546 -1.3248 4.9737 0.0 0.0 0.0 0.225
H -1.8990 -1.6202 3.4831 0.0 0.0 0.0 0.407
H 2.0361 -1.1243 2.5677 -0.1 -0.1 0.2 0.273
H 1.4036 -3.2813 2.2643 0.0 0.0 0.0 0.354
C 2.4670 -0.6464 -0.2411 0.2 -0.2 -0.1 -0.614
C 2.6964 0.3110 0.9054 0.2 -0.1 -0.1 -0.120
C 2.4458 1.7587 0.5603 -0.1 0.0 0.0 -0.610
C 2.3982 -0.1445 2.3412 1.4 1.6 -0.4 -0.539
C 3.8403 -0.0425 1.9085 0.0 0.2 -0.1 -0.070
C 4.6433 -1.2836 1.6949 -0.1 0.0 0.1 -0.303
C 5.9995 -1.2277 1.5603 0.0 0.0 -0.1 -0.217
C 6.7513 -0.0465 1.7567 0.0 0.0 0.0 -0.511
C 6.0462 1.0371 2.3176 0.0 0.1 0.0 -0.200
C 4.6888 1.0477 2.4727 0.0 0.0 0.0 -0.359
H 1.4350 -0.7261 -0.6024 -0.1 0.0 0.1 0.174
H 2.8024 -1.6518 0.0175 -0.1 0.0 0.0 0.227
H 3.0495 -0.3585 -1.1240 0.1 0.1 0.1 0.202
H 1.3782 2.0208 0.5622 0.0 0.0 0.0 0.194
H 2.8355 1.9816 -0.4379 0.0 0.0 0.0 0.195
H 2.9535 2.4167 1.2671 0.0 0.0 0.0 0.219
H 2.1125 0.6988 2.9753 -0.2 -0.3 0.2 0.200
H 4.1364 -2.2412 1.6438 0.0 0.0 0.1 0.173
H 6.5294 -2.1560 1.3487 0.0 0.0 0.0 0.171
H 7.8337 -0.0529 1.7157 0.0 0.0 0.0 0.171
H 6.6090 1.8912 2.6946 0.0 0.0 0.0 0.170
H 4.2072 1.8721 2.9900 0.0 0.0 0.1 0.172
```
Forces are in eV/Å.

Here is C30H32Cl2MnN3PS2 as an isolated structure from the Open Molecules 2025 dataset. Energies are from ωB97M-V/def2-TZVPD.

multiplicity: 2
E_LUMO (spin up / spin down): 4.48 / 4.46 eV
energy: -123423.554 eV
gap between HOMO and LUMO (spin up / spin down): 4.949 / 4.935 eV
net charge: -2
relative energy (zero: lowest compared OMol25 entry of this formula, charge and spin): 0.085 eV

The geometry in XYZ format:
```
71
Properties=species:S:1:pos:R:3:forces:R:3:mulliken_charge:R:1
Mn -0.3906 -0.3828 -0.5279 0.3 -0.2 -0.6 0.086
C 0.4393 2.0496 1.6331 0.0 0.0 0.0 -1.069
N -0.2935 1.8293 0.3554 0.0 -0.1 0.0 1.470
C -1.7324 2.0955 0.5841 0.1 0.2 0.0 -0.577
C -2.6531 1.3039 -0.3138 -0.1 -0.1 0.0 -1.205
N -2.5676 -0.1389 -0.0359 0.3 -0.1 0.4 1.863
C -2.7940 -0.4618 1.3814 -0.2 0.0 0.1 -1.178
C -3.4746 -0.8951 -0.8808 0.0 0.1 0.0 -1.362
C -4.8453 -0.7005 -0.7621 0.0 0.0 0.0 -0.078
C -5.7448 -1.4116 -1.5411 0.0 0.0 0.0 -1.037
C -5.2350 -2.3366 -2.4534 -0.1 0.0 0.0 -0.398
C -3.8761 -2.5383 -2.5631 0.1 0.0 0.0 -0.722
C -2.9398 -1.8327 -1.7757 0.0 -0.1 0.0 0.816
S -1.2395 -2.1277 -1.8931 -0.1 -0.2 -0.1 -0.256
C 0.2397 2.7644 -0.6408 0.0 0.0 0.1 -0.712
C 0.2911 4.1204 -0.3178 0.0 -0.1 0.0 -0.276
C 0.7860 5.0650 -1.1995 0.0 0.0 -0.1 -1.006
C 1.2396 4.6327 -2.4435 0.0 0.1 0.1 -0.457
C 1.1864 3.2957 -2.7707 0.0 -0.1 0.0 -0.569
C 0.6847 2.3145 -1.8911 0.1 0.1 0.0 0.506
S 0.6124 0.6483 -2.3927 0.0 -0.1 0.2 -0.598
H 0.1238 2.9885 2.1037 0.0 0.0 0.0 0.457
H 0.7155 0.1848 2.3014 0.0 0.0 -0.1 -1.238
H 1.5024 2.1253 1.3917 0.0 0.0 0.0 0.382
H -1.9370 1.8593 1.6228 0.0 -0.1 0.0 0.070
H -1.9469 3.1638 0.4527 0.0 0.0 0.0 0.461
H -3.6809 1.6748 -0.1577 0.1 0.0 0.0 0.532
H -2.4011 1.4472 -1.3684 0.0 0.0 0.0 0.464
H -3.7055 0.0188 1.7741 -0.1 0.0 0.0 0.321
H -2.9120 -1.5409 1.4634 0.0 0.0 0.0 0.282
H -1.9476 -0.1539 1.9920 0.0 0.0 0.0 0.052
H -5.2080 0.0231 -0.0395 0.0 0.0 0.0 0.252
H -6.8109 -1.2496 -1.4398 0.0 0.0 0.0 0.352
H -5.9092 -2.9069 -3.0842 0.0 0.0 0.0 0.336
H -3.4854 -3.2620 -3.2690 0.0 0.0 0.0 0.392
H -0.0666 4.4427 0.6528 0.0 0.0 0.0 0.256
H 0.8213 6.1109 -0.9209 0.0 0.0 0.0 0.365
H 1.6397 5.3431 -3.1593 0.0 0.0 0.0 0.335
H 1.5389 2.9593 -3.7384 0.0 0.0 0.0 0.393
Cl -1.9165 2.6103 4.1505 0.0 0.0 0.0 -0.271
C -0.4035 1.9593 4.7838 -0.1 0.0 -0.1 0.722
C -0.1631 2.1497 6.1369 0.0 0.0 0.0 -0.685
C 0.9799 1.5957 6.6893 0.0 0.0 0.1 -0.338
C 1.8722 0.8997 5.8829 0.2 0.0 0.1 -0.730
C 1.6349 0.7523 4.5299 -0.5 0.0 0.2 -0.390
Cl 3.5472 1.1646 3.2649 0.2 0.0 -0.1 -0.545
C 0.4691 1.2616 3.9526 0.1 -0.1 -0.2 -0.197
N 0.1676 0.9880 2.5843 0.0 0.0 0.1 1.352
H -0.8761 2.7064 6.7294 0.0 0.0 0.0 0.382
H 1.1800 1.7144 7.7499 0.0 0.0 0.0 0.336
H 2.7871 0.5054 6.3141 0.0 0.0 0.0 0.334
C -0.2947 -3.0915 1.6945 0.1 -0.2 0.1 -1.724
P 0.7199 -2.0271 0.5953 -0.4 0.8 -0.2 1.603
C 2.2158 -1.8512 1.6640 0.0 0.0 0.1 -1.603
C 1.4488 -3.2810 -0.5470 -0.1 0.0 0.0 0.007
C 2.4626 -2.8609 -1.4072 0.0 0.1 -0.1 -0.478
C 3.0581 -3.7430 -2.2943 0.0 0.0 0.0 -0.677
C 2.6425 -5.0683 -2.3506 0.0 0.0 0.0 -0.382
C 1.6192 -5.4934 -1.5178 0.0 0.0 0.0 -0.609
C 1.0278 -4.6041 -0.6277 0.0 -0.1 0.0 0.023
H -1.1931 -3.4071 1.1622 0.0 0.0 0.0 0.301
H -0.5917 -2.4836 2.5513 0.0 0.0 0.0 0.348
H 0.2495 -3.9690 2.0563 0.0 0.0 0.1 0.482
H 2.6804 -2.8171 1.8804 0.0 0.0 0.0 0.472
H 1.9707 -1.3683 2.6132 0.0 0.0 0.0 0.543
H 2.9404 -1.2017 1.1732 0.0 0.0 0.0 0.358
H 2.7672 -1.8199 -1.4105 -0.1 0.0 0.1 0.328
H 3.8386 -3.3867 -2.9562 0.0 0.0 0.0 0.356
H 3.1004 -5.7575 -3.0511 0.0 0.0 0.0 0.340
H 1.2636 -6.5163 -1.5678 0.0 0.0 0.0 0.350
H 0.2123 -4.9519 -0.0076 0.0 0.0 0.0 0.286
```
Forces are in eV/Å.